No. 1
{
  "formula": "C29H31CeCl5N6SSi",
  "method": "ωB97M-V/def2-TZVPD",
  "symbols": ["Ce", "Cl", "Cl", "Cl", "Cl", "Cl", "S", "Si", "N", "N", "N", "N", "N", "N", "C", "C", "C", "C", "C", "C", "C", "C", "C", "C", "C", "C", "C", "C", "C", "C", "C", "C", "C", "C", "C", "C", "C", "C", "C", "C", "C", "C", "C", "H", "H", "H", "H", "H", "H", "H", "H", "H", "H", "H", "H", "H", "H", "H", "H", "H", "H", "H", "H", "H", "H", "H", "H", "H", "H", "H", "H", "H", "H", "H"],
  "xyz": [[0.475, 1.722, 0.742], [2.430, 7.135, -1.211], [-1.262, 3.880, 2.588], [0.581, 8.660, 0.789], [2.402, 3.976, -1.250], [-1.277, 7.047, 2.718], [-2.039, 1.271, 0.002], [-3.974, 1.501, -2.852], [0.058, 1.322, -1.607], [1.568, -5.860, -0.005], [3.075, 1.536, 0.970], [0.951, 1.479, 3.302], [0.751, -0.804, 0.824], [-0.091, -5.724, 1.485], [-4.530, 3.050, -1.977], [1.688, -8.388, -0.164], [0.582, 4.150, 0.693], [-0.433, -8.200, 1.746], [-1.289, 1.343, -1.610], [1.412, 6.279, -0.151], [-0.121, -1.535, 1.544], [0.785, -3.599, 0.740], [0.084, 1.419, -3.972], [1.080, -9.504, 0.362], [-2.051, 1.425, -2.786], [-4.423, 1.582, -4.658], [1.881, 2.550, 3.773], [1.625, -1.466, 0.053], [1.211, -7.158, 0.289], [-4.666, -0.050, -2.085], [3.634, 2.579, 1.883], [-0.134, -2.908, 1.539], [-0.233, 4.846, 1.554], [0.033, -9.413, 1.305], [1.678, -2.841, -0.020], [0.172, -7.049, 1.224], [1.386, 4.878, -0.152], [0.751, -5.053, 0.742], [-0.256, 6.243, 1.622], [0.736, 1.363, -2.770], [3.319, 2.299, 3.345], [0.580, 6.958, 0.752], [-1.313, 1.455, -3.963], [-4.029, 2.472, -5.151], [1.526, 3.501, 3.368], [-5.511, 1.624, -4.747], [-5.615, 3.141, -2.069], [-0.407, -10.326, 1.683], [3.434, 1.728, 0.036], [4.714, 2.645, 1.745], [-4.467, -0.127, -1.017], [2.305, -0.866, -0.544], [2.490, -8.468, -0.886], [1.828, 2.629, 4.859], [3.957, 2.950, 3.945], [-4.088, 3.939, -2.430], [-1.234, -8.121, 2.468], [-4.094, 0.701, -5.213], [3.212, 3.540, 1.583], [-0.847, -3.465, 2.130], [-0.847, -0.986, 2.135], [1.412, -10.484, 0.045], [2.411, -3.299, -0.668], [0.053, 1.628, 3.758], [-4.290, 3.048, -0.914], [-1.833, 1.510, -4.911], [3.463, 0.633, 1.234], [1.817, 1.341, -2.707], [-4.273, -0.943, -2.575], [-5.751, -0.057, -2.218], [0.643, 1.439, -4.896], [1.283, 0.583, 3.649], [2.283, -5.582, -0.653], [3.619, 1.279, 3.609]],
  "forces_ev_per_a": [[-0.43, 0.34, -0.15], [0.10, 0.05, -0.11], [-0.02, -0.11, 0.02], [0.00, 0.01, 0.00], [0.04, -0.03, -0.03], [-0.10, 0.05, 0.11], [0.59, 0.18, 0.14], [0.02, 0.02, 0.03], [0.11, 0.00, 0.23], [-0.01, -0.05, 0.01], [-0.19, 0.10, -0.04], [-0.07, 0.07, -0.22], [-0.03, 0.33, -0.03], [0.03, -0.04, -0.02], [-0.01, -0.01, -0.03], [-0.01, 0.02, 0.01], [-0.04, -0.57, -0.07], [0.00, 0.00, 0.00], [-0.10, -0.04, 0.03], [-0.09, -0.47, 0.10], [-0.02, -0.07, 0.05], [-0.03, -0.12, 0.02], [0.02, -0.01, 0.05], [-0.01, -0.02, 0.01], [0.01, -0.01, 0.02], [0.00, -0.01, 0.00], [0.00, 0.00, 0.01], [0.04, -0.08, -0.05], [0.07, 0.02, -0.06], [-0.01, -0.01, -0.04], [0.00, 0.02, 0.02], [-0.01, 0.09, 0.00], [-0.04, 0.46, 0.09], [0.00, 0.01, 0.00], [0.03, 0.08, -0.02], [-0.06, 0.04, 0.06], [0.09, 0.48, -0.06], [-0.02, 0.10, 0.01], [0.05, -0.47, -0.13], [-0.01, -0.03, -0.07], [0.02, 0.00, 0.02], [0.00, -0.14, -0.01], [0.01, 0.01, -0.02], [0.00, 0.01, 0.00], [0.01, 0.00, 0.02], [0.00, 0.00, 0.01], [0.00, 0.01, 0.00], [0.00, 0.00, 0.00], [0.05, -0.01, -0.02], [-0.01, -0.04, 0.01], [0.01, 0.01, 0.03], [0.00, 0.00, 0.00], [0.00, 0.00, 0.00], [0.01, -0.04, -0.01], [-0.01, 0.02, -0.01], [0.00, 0.00, 0.00], [0.00, 0.00, 0.00], [0.00, -0.01, -0.01], [0.02, 0.01, 0.01], [0.00, 0.00, 0.00], [0.00, 0.00, 0.00], [0.00, 0.00, 0.00], [0.00, 0.01, 0.00], [-0.02, 0.00, 0.04], [0.01, -0.01, 0.02], [0.00, 0.00, 0.00], [-0.06, -0.06, 0.03], [-0.01, 0.02, 0.00], [0.00, 0.00, 0.00], [0.00, -0.01, 0.00], [-0.01, 0.00, 0.00], [0.03, -0.06, -0.05], [0.01, 0.00, -0.01], [0.01, -0.01, 0.01]],
  "mulliken_charge": [0.367, -0.144, -0.135, -0.127, -0.158, -0.148, -0.409, 0.261, 0.084, 0.012, -0.344, -0.405, 0.024, -0.567, -1.036, -1.062, -0.669, -0.771, 0.194, -0.337, -0.403, 1.115, -1.249, -0.414, 0.386, -1.106, -0.441, -0.161, 0.761, -1.048, -0.463, -0.860, 0.727, -0.510, -1.083, 0.609, 0.846, -0.235, -0.377, -0.172, -0.810, 0.655, 0.068, 0.338, 0.154, 0.329, 0.367, 0.400, 0.283, 0.518, 0.328, 0.506, 0.391, 0.519, 0.397, 0.341, 0.445, 0.339, 0.192, 0.564, 0.559, 0.399, 0.336, 0.331, 0.328, 0.427, 0.266, 0.567, 0.346, 0.367, 0.449, 0.270, 0.174, 0.306],
  "total_charge": 2,
  "orbital_gap_ev": [5.109, 5.128]
}

No. 2
{
  "formula": "C5H4O2",
  "method": "ωB97M-V/def2-TZVPD",
  "symbols": ["O", "O", "C", "C", "C", "C", "C", "H", "H", "H", "H"],
  "xyz": [[0.302, 0.099, -2.425], [-2.182, -0.797, -1.100], [-1.003, -0.017, 0.880], [0.278, 0.303, 1.100], [1.173, 0.101, -0.097], [-1.208, -0.354, -0.542], [0.147, -0.019, -1.240], [-1.803, 0.009, 1.611], [1.681, -0.872, -0.039], [0.655, 0.694, 2.041], [1.961, 0.853, -0.191]],
  "forces_ev_per_a": [[0.05, -0.02, 0.77], [0.47, 0.25, 0.25], [0.07, 0.09, 0.02], [-0.15, -0.06, -0.02], [-0.03, -0.01, -0.11], [-0.38, -0.11, -0.15], [0.23, -0.07, -0.33], [0.06, 0.02, -0.11], [-0.02, 0.11, 0.07], [0.00, -0.21, -0.09], [-0.30, 0.01, -0.30]],
  "mulliken_charge": [-0.492, -0.519, -0.416, -0.348, -0.477, 0.544, 0.318, 0.407, 0.244, 0.400, 0.339],
  "smiles": "O=C1C=CCC1=O",
  "orbital_gap_ev": 8.826
}

No. 3
{
  "formula": "CH3IS2",
  "method": "ωB97M-V/def2-TZVPD",
  "symbols": ["I", "S", "S", "C", "H", "H", "H"],
  "xyz": [[-0.659, 0.284, -2.864], [-0.686, 0.828, 0.076], [-2.205, 0.881, 1.181], [0.671, -0.330, 0.349], [1.420, 0.388, 0.577], [0.576, -1.050, 1.209], [0.883, -1.001, -0.527]],
  "forces_ev_per_a": [[-0.17, 0.00, 0.35], [0.93, 0.91, -1.99], [-0.77, -0.77, 0.87], [-0.63, -2.58, 0.78], [1.19, 0.19, -0.03], [-0.30, 1.01, -0.56], [-0.25, 1.23, 0.59]],
  "mulliken_charge": [-0.094, 0.072, -0.149, -0.703, 0.280, 0.290, 0.304],
  "orbital_gap_ev": [7.116, 6.428]
}

No. 4
{
  "formula": "C13H28AsFeN2O5Te",
  "method": "ωB97M-V/def2-TZVPD",
  "symbols": ["Te", "As", "Fe", "O", "O", "O", "O", "O", "N", "N", "C", "C", "C", "C", "C", "C", "C", "C", "C", "C", "C", "C", "C", "H", "H", "H", "H", "H", "H", "H", "H", "H", "H", "H", "H", "H", "H", "H", "H", "H", "H", "H", "H", "H", "H", "H", "H", "H", "H", "H", "H"],
  "xyz": [[-2.675, 2.908, -0.192], [2.278, 0.366, -1.566], [-0.815, 1.055, -0.704], [0.775, 0.851, -2.048], [-1.276, -0.902, -1.623], [-0.133, -0.340, 1.138], [0.203, 2.453, 0.421], [-2.700, -0.738, 0.563], [-0.579, 0.883, 2.995], [-1.298, -3.141, -1.722], [0.785, 1.377, 3.097], [-0.145, 4.814, -0.133], [3.455, 0.472, -3.082], [-0.695, -3.129, -3.044], [2.256, -1.466, -0.978], [3.058, 1.399, -0.151], [-2.233, -2.021, 0.269], [-0.569, 3.385, -0.144], [-1.566, -4.455, -1.172], [-1.551, 1.522, 3.871], [-0.938, 0.110, 1.972], [-2.421, -0.241, 1.844], [-1.565, -1.974, -1.101], [-3.079, -2.716, 0.246], [-3.018, 0.663, 1.942], [3.249, -1.769, -0.647], [1.924, -2.099, -1.799], [-0.305, 5.303, 0.843], [1.286, 0.938, 3.963], [-0.694, 5.388, -0.879], [-1.067, 1.731, 4.824], [-0.489, -2.103, -3.332], [-2.399, 0.872, 4.067], [-1.503, -2.382, 0.999], [4.121, 1.546, -0.340], [-1.907, 2.456, 3.429], [1.550, -1.524, -0.150], [3.539, 1.517, -3.375], [1.312, 1.140, 2.182], [0.759, 2.462, 3.195], [-2.001, -4.395, -0.181], [-1.373, -3.582, -3.770], [3.016, -0.093, -3.902], [-0.638, -5.025, -1.102], [4.440, 0.075, -2.837], [-2.703, -0.957, 2.628], [-2.256, -5.002, -1.820], [2.506, 2.336, -0.089], [0.234, -3.704, -3.033], [2.918, 0.856, 0.782], [0.927, 4.880, -0.355]],
  "forces_ev_per_a": [[-0.03, -0.06, -0.03], [0.10, -0.06, -0.01], [0.08, 0.01, 0.05], [-0.08, 0.01, -0.05], [-0.08, 0.20, 0.05], [0.10, -0.07, -0.11], [-0.10, -0.02, -0.15], [-0.05, -0.08, 0.03], [0.01, -0.05, 0.03], [0.00, 0.02, 0.01], [0.01, 0.01, -0.01], [0.08, 0.03, 0.20], [0.01, -0.01, 0.03], [0.01, -0.01, 0.01], [0.00, 0.01, 0.02], [-0.02, -0.02, 0.03], [-0.08, -0.03, -0.04], [0.02, 0.11, -0.23], [-0.01, -0.01, -0.01], [0.01, 0.01, -0.01], [-0.07, 0.15, 0.09], [0.09, -0.02, 0.01], [0.07, -0.13, 0.08], [-0.01, 0.02, 0.00], [0.00, 0.01, 0.00], [0.00, -0.01, -0.01], [0.00, 0.01, 0.00], [0.01, -0.02, 0.01], [-0.01, -0.01, 0.02], [-0.01, 0.00, 0.01], [0.00, 0.01, 0.00], [0.00, 0.00, 0.00], [-0.01, -0.02, 0.01], [0.00, -0.01, -0.02], [-0.01, 0.03, -0.01], [0.00, -0.01, -0.01], [0.00, 0.01, -0.01], [0.00, 0.00, 0.00], [-0.01, -0.01, 0.05], [0.01, -0.01, -0.02], [0.01, 0.01, 0.01], [0.00, 0.00, 0.00], [-0.01, -0.01, 0.01], [0.00, 0.00, -0.01], [0.00, 0.00, 0.00], [0.00, -0.01, 0.00], [0.00, 0.00, 0.01], [-0.02, 0.01, 0.00], [0.00, -0.01, 0.00], [0.02, 0.01, 0.00], [-0.01, 0.00, -0.01]],
  "mulliken_charge": [-0.589, 1.030, 0.616, -0.854, -0.682, -0.741, -0.466, -0.316, 0.169, 0.195, -0.713, -1.356, -1.170, -1.124, -0.812, -0.912, -1.148, 0.773, -1.061, -1.020, 1.005, -1.087, 1.033, 0.630, 0.427, 0.465, 0.192, 0.298, 0.348, 0.399, 0.382, 0.287, 0.377, 0.430, 0.469, 0.295, 0.096, 0.366, -0.126, 0.418, 0.378, 0.327, 0.341, 0.351, 0.385, 0.321, 0.330, 0.184, 0.343, 0.243, 0.272],
  "spin_multiplicity": 6,
  "orbital_gap_ev": [4.216, 6.166],
  "s2": 8.766
}

no.,DFT total energy (eV)
1,-133760.425
2,-9343.594
3,-30855.435
4,-129670.065